Record 1
Entry from the OMol25 dataset: C30H37BBr2N3O6PS2SeTi as an isolated structure (the ωB97M-V functional and the def2-TZVPD basis).

ΔE to the lowest compared entry with this formula, charge and spin   95.7 kJ/mol
Calculated total energy   -11342.90436 hartree
LUMO (alpha / beta)   2.2 / 2.1 eV

```
! wB97M-V def2-TZVPD RIJCOSX def2/J DEFGRID3
* xyz -1 2
Ti -0.288 0.366 -0.342
C 4.260 1.923 0.491
C 3.007 1.107 0.225
S 1.501 1.995 0.428
C 3.048 -0.188 -0.114
C 4.326 -0.984 -0.192
S 1.605 -1.120 -0.547
H 4.027 2.984 0.409
H 5.054 1.695 -0.223
H 4.662 1.754 1.496
H 5.175 -0.450 0.240
H 4.563 -1.228 -1.229
H 4.210 -1.930 0.343
Br -0.565 3.326 -4.437
C -1.615 3.446 -2.871
C -2.557 4.474 -2.748
C -3.349 4.573 -1.639
Br -4.619 5.985 -1.542
C -3.233 3.642 -0.583
C -4.008 3.620 0.593
C -3.800 2.635 1.518
C -2.805 1.676 1.302
N -2.044 1.678 0.229
C -2.257 2.626 -0.722
C -1.431 2.489 -1.886
O -0.593 1.506 -1.949
H -2.659 5.191 -3.551
H -4.767 4.376 0.746
H -4.395 2.588 2.421
H -2.626 0.883 2.016
C -2.297 0.624 5.965
C -1.356 1.361 5.036
O -0.558 0.410 4.344
P 0.151 0.916 2.913
O 1.580 0.188 3.138
C 2.676 0.983 3.585
C 2.954 0.718 5.053
O -0.499 -0.215 1.908
C -0.464 -1.639 2.254
C -1.787 -2.080 2.836
H -2.925 1.331 6.511
H -1.730 0.031 6.683
H -2.942 -0.047 5.397
H -0.712 2.038 5.608
H -1.922 1.978 4.328
H 2.468 2.043 3.405
H 3.527 0.710 2.962
H 2.074 0.946 5.657
H 3.787 1.336 5.396
H 3.211 -0.330 5.209
H 0.360 -1.797 2.944
H -0.236 -2.154 1.325
H -1.977 -1.582 3.785
H -1.750 -3.159 3.010
H -2.594 -1.880 2.134
O -1.855 -1.988 -2.238
B -1.774 -1.387 -0.961
O -2.815 -1.974 -0.171
C -3.463 -2.883 -0.958
C -4.523 -3.703 -0.649
C -4.992 -4.545 -1.660
C -4.406 -4.547 -2.921
C -3.330 -3.710 -3.221
C -2.877 -2.887 -2.216
H -4.971 -3.692 0.337
H -5.825 -5.206 -1.458
H -4.793 -5.211 -3.684
H -2.863 -3.700 -4.198
C 3.330 1.413 -4.642
N 3.531 0.013 -4.341
C 4.710 -0.576 -3.915
C 4.434 -1.863 -3.641
N 3.085 -2.052 -3.885
C 2.323 -3.266 -3.670
C 2.524 -0.897 -4.330
Se 0.772 -0.631 -4.741
H 4.297 1.873 -4.839
H 2.839 1.915 -3.806
H 2.683 1.501 -5.513
H 5.629 -0.023 -3.832
H 5.064 -2.652 -3.271
H 3.013 -4.063 -3.395
H 1.786 -3.525 -4.581
H 1.607 -3.100 -2.867
*
```

=====

Record 2
Entry from the OMol25 dataset: one molecule with the formula C2H2ClFO in a non-equilibrium geometry (the ωB97M-V functional and the def2-TZVPD basis).

Structure (SMILES)   O=C[C@@H](F)Cl
ΔE to the lowest compared entry with this formula, charge and spin   25.7 kJ/mol
Calculated total energy   -712.66978 hartree
LUMO   0.5 eV

```
! wB97M-V def2-TZVPD RIJCOSX def2/J DEFGRID3
* xyz 0 1
O 1.593 -0.352 1.162
C 0.530 -0.413 0.679
C -0.184 0.280 -0.535
F -0.879 -0.638 -1.167
Cl -1.293 1.467 0.084
H -0.248 -1.008 1.085
H 0.481 0.664 -1.308
*
```

=====

Record 3
Entry from the OMol25 dataset: a 9-piece molecular cluster, C45H42O27 overall in a non-equilibrium geometry (the ωB97M-V functional and the def2-TZVPD basis).

Structure (SMILES)   O=C1C=C(O)C(=O)C=C1O.O=C1C=C(O)C(=O)C=C1O.O=C1C=C(O)C(=O)C=C1O.O=C1C=C(O)C(=O)C=C1O.O=C1C=C(O)C(=O)C=C1O.O=C1C=C(O)C(=O)C=C1O.CC(C)=O.CC(C)=O.CC(C)=O
ΔE to the lowest compared entry with this formula, charge and spin   178.4 kJ/mol
Calculated total energy   -3770.60307 hartree
LUMO   -2.8 eV

```
! wB97M-V def2-TZVPD RIJCOSX def2/J DEFGRID3
* xyz 0 1
O -2.096 4.650 -2.706
C -2.785 4.391 -1.776
C -2.376 4.387 -0.395
C -3.131 3.750 0.663
O -2.580 3.557 1.975
C -4.554 3.204 0.539
O -5.179 2.812 1.467
C -4.992 3.251 -0.869
C -4.133 3.811 -1.960
O -4.626 3.915 -3.290
H -1.334 4.881 -0.069
H -1.866 4.121 2.221
H -6.064 3.085 -0.870
H -4.210 4.341 -3.882
O 0.834 -2.130 1.905
C 0.826 -0.847 1.601
C 0.030 -0.534 0.377
C -0.090 0.888 -0.069
O -0.986 1.323 -0.927
C 0.580 1.987 0.663
O 0.648 3.122 0.276
C 1.186 1.588 1.982
C 1.332 0.147 2.429
O 1.824 -0.270 3.675
H -0.463 -1.475 -0.205
H -1.434 0.984 -1.645
H 1.705 2.236 2.742
H 1.396 -1.135 3.792
O 4.695 9.356 0.882
C 4.401 8.296 1.390
C 4.564 7.998 2.711
C 4.133 6.637 3.393
O 4.357 6.145 4.720
C 3.493 5.574 2.592
O 3.309 4.406 3.067
C 3.216 5.925 1.253
C 3.660 7.285 0.703
O 3.396 7.527 -0.671
H 5.030 8.568 3.477
H 4.842 6.914 5.424
H 2.988 5.038 0.681
H 3.924 8.313 -0.735
O 0.972 -3.289 -1.126
C 0.383 -3.567 -2.189
C -0.546 -4.692 -2.342
C -1.375 -4.880 -3.638
O -2.431 -5.766 -3.918
C -0.906 -4.047 -4.841
O -1.490 -4.235 -5.908
C 0.064 -3.117 -4.671
C 0.791 -2.804 -3.360
O 1.759 -1.800 -3.248
H -0.790 -5.301 -1.497
H -2.866 -6.294 -3.305
H 0.435 -2.416 -5.438
H 2.164 -1.749 -2.376
O 1.870 -8.424 -0.460
C 0.910 -7.947 0.130
C 0.660 -6.511 0.276
C -0.634 -6.002 1.101
O -0.813 -4.743 1.233
C -1.518 -7.015 1.798
O -2.569 -6.671 2.358
C -1.179 -8.453 1.614
C -0.038 -8.901 0.796
O 0.297 -10.226 0.629
H 1.362 -5.768 0.003
H -0.275 -4.111 0.789
H -2.031 -9.218 1.932
H 1.111 -10.168 0.216
O 0.578 -4.755 10.758
C 0.955 -4.268 9.681
C 0.558 -3.005 9.261
C 0.863 -2.520 7.827
O 0.332 -1.329 7.269
C 1.827 -3.292 6.944
O 2.129 -2.943 5.780
C 2.325 -4.557 7.536
C 1.828 -5.041 8.870
O 2.257 -6.254 9.454
H -0.164 -2.474 10.017
H -0.337 -1.014 7.852
H 2.856 -5.109 6.990
H 1.572 -6.440 10.162
C -3.873 -1.229 -4.313
C -3.640 -0.400 -3.035
C -4.783 -0.070 -2.266
O -2.510 -0.174 -2.612
H -4.519 -2.030 -4.217
H -3.099 -1.676 -4.713
H -4.509 -0.550 -5.190
H -4.593 0.338 -1.297
H -5.146 -0.947 -2.061
H -5.345 0.819 -2.784
C -1.968 1.985 -5.219
C -0.864 1.057 -5.626
C 0.275 0.908 -4.635
O -0.974 0.599 -6.762
H -2.546 1.594 -4.370
H -2.649 2.173 -6.087
H -1.371 2.930 -4.895
H 0.049 0.600 -3.578
H 0.928 1.770 -4.605
H 0.769 -0.104 -4.940
C 3.609 5.110 -4.153
C 2.890 4.033 -3.577
C 1.398 4.321 -3.005
O 3.395 2.955 -3.579
H 4.041 5.585 -3.368
H 3.030 5.790 -4.879
H 4.310 4.720 -4.942
H 1.614 5.149 -2.518
H 1.090 3.405 -2.385
H 0.628 4.436 -3.875
*
```